No. 1
The following is a quantum chemistry calculation of C2HBrCl2F2 in the gas phase, from the OMol25 dataset.

Structure (XYZ):
```
8
Properties=species:S:1:pos:R:3:nbo_charge:R:1
C -0.0460 0.7617 -0.2198 -0.3927
C -0.0956 -0.7118 0.1558 0.6588
F 1.4370 -1.0653 0.3436 -0.4263
F -0.4756 -1.6391 -0.5877 -0.2579
Cl -1.5903 1.5796 -0.1583 0.0570
Cl -0.7331 -0.9165 1.8047 -0.0009
Br 0.8446 1.0578 -1.9346 0.0904
H 0.6591 0.9337 0.5963 0.2716
```

The max |F| is 0.09654 Eh/bohr. For the total energy, the calculation gives -102611.4963 eV. The structure (SMILES) is FC(F)(Cl)[C@H](Cl)Br. Its HOMO-LUMO gap is 11.27 eV. As for the energy relative to the best compared isomer or geometry (same formula, charge and spin): 25.5 kcal per mole. Its net charge is 0. The highest occupied orbital energy comes out at -11.02 eV.


No. 2
The following is a quantum chemistry calculation of a molecular structure, C3H9N3, from the OMol25 dataset.

Structure (XYZ):
```
15
Properties=species:S:1:pos:R:3:nbo_charge:R:1
C -0.7525 0.0063 -0.5603 -0.0851
C -0.7265 1.5112 -0.5566 -0.6346
N 2.5514 -0.5333 0.2117 -0.6497
N -1.6080 -0.5953 0.6490 -0.8401
C 0.3093 -0.7142 0.2191 0.1489
N 1.3420 -0.0273 0.6112 -0.3652
H -1.0210 -0.4692 -1.5164 0.1960
H 2.6827 -1.5324 0.3832 0.3187
H 3.3073 0.0083 0.6076 0.3534
H -1.9304 -1.5468 0.5103 0.3694
H -2.3606 0.0369 0.8954 0.3674
H 0.3291 -1.8158 0.1523 0.1422
H 0.0424 1.8443 -1.2511 0.2350
H -1.7149 1.9197 -0.7715 0.2085
H -0.4502 1.9077 0.4162 0.2354
```

The max |F| is 0.09144 Eh/bohr. For the total energy, the calculation gives -7723.4531 eV. Its HOMO-LUMO gap is 7.94 eV. As for the energy relative to the best compared isomer or geometry (same formula, charge and spin): 95.0 kcal per mole. Its net charge is 0. The highest occupied orbital energy comes out at -6.88 eV.


No. 3
The following is a quantum chemistry calculation of a molecular structure, C4H10CuNO4, from the OMol25 dataset.

Structure (XYZ):
```
20
Properties=species:S:1:pos:R:3:nbo_charge:R:1
O 1.4114 1.8981 -1.0327 -0.7386
C -0.0216 1.8610 -1.1587 -0.1059
C -0.6383 2.2113 0.2066 -0.0938
O -1.2349 1.1188 0.8653 -0.5389
C -0.3067 0.1153 1.2435 0.2144
O -0.8303 -1.1400 0.9661 -0.5498
C -0.3974 -1.7173 -0.2827 0.0199
N -0.0958 -3.0980 -0.1500 -0.5634
O 1.3636 -3.2164 -0.0223 -0.6596
H 1.7539 2.5482 -1.6444 0.4719
H -0.3145 0.8541 -1.4408 0.1852
H -0.3298 2.6189 -1.8738 0.1724
H -1.4322 2.9334 0.0149 0.1865
H 0.0933 2.7400 0.8213 0.1766
H -0.2058 0.1650 2.3313 0.1519
H 0.6852 0.2727 0.8131 0.1513
H -1.2096 -1.6678 -1.0149 0.1674
H 0.4550 -1.1850 -0.7072 0.1713
H 1.6550 -2.6736 0.7202 0.4322
Cu -0.4005 -4.6388 1.3454 0.7490
```

The max |F| is 0.04551 Eh/bohr. For the total energy, the calculation gives -58624.2672 eV. Its HOMO-LUMO gap is 6.10 eV. Its net charge is 0. The highest occupied orbital energy comes out at -7.44 eV.


No. 4
The following is a quantum chemistry calculation of C4H2F2S2 in the gas phase, from the OMol25 dataset.

Structure (XYZ):
```
10
Properties=species:S:1:pos:R:3:nbo_charge:R:1
C -1.3257 0.0447 -0.0317 0.8478
C 0.0357 0.0507 0.0037 -0.3306
C 0.7392 1.2869 0.1582 -0.2633
C 0.6218 -1.3616 0.0308 -0.2823
H -0.0305 1.8850 0.5297 0.1929
H -0.2482 -2.2045 0.1174 0.2302
F -2.2173 1.1570 -0.1648 -0.3189
F -2.0728 -1.0112 -0.2782 -0.2756
S 2.2406 1.8986 -0.2247 0.1016
S 2.2572 -1.7456 -0.1404 0.0983
```

The max |F| is 0.07454 Eh/bohr. For the total energy, the calculation gives -31282.4951 eV. The structure (SMILES) is FC(F)=C(C=S)C=S. Its HOMO-LUMO gap is 7.12 eV. As for the energy relative to the best compared isomer or geometry (same formula, charge and spin): 24.3 kcal per mole. Its net charge is 0. The highest occupied orbital energy comes out at -8.63 eV.


Which of these has the highest max |F|? C2HBrCl2F2


Which value of net charge does entry 3 give? 0